*P*
Below is a structure of composition C5H6O2, with properties calculated with the ωB97M-V functional and the def2-TZVPD basis.

```
13
Properties=species:S:1:pos:R:3:lowdin_charge:R:1
O 1.363 -0.965 2.510 -0.113
C 0.514 0.158 -0.090 0.074
C -0.395 1.421 -0.305 -0.238
O -0.287 1.471 -1.718 -0.006
C 0.141 0.124 -1.613 -0.244
C -0.833 -0.658 -0.845 -0.028
C -1.220 0.282 0.100 -0.026
H 1.741 -1.798 2.206 0.021
H 1.260 -0.466 1.676 -0.044
H -0.342 2.351 0.248 0.157
H 0.750 -0.290 -2.406 0.155
H -0.975 -1.731 -0.807 0.144
H -1.717 0.102 1.045 0.147
```

The HOMO energy is -9.02 eV. As for the charge: 0. Its HOMO-LUMO gap is 9.86 eV.


*Q*
Below is an isolated molecule of C5H6O2, with properties calculated with the ωB97M-V functional and the def2-TZVPD basis.

```
13
Properties=species:S:1:pos:R:3:lowdin_charge:R:1
C -0.995 2.211 -0.628 0.142
C -0.603 1.153 -0.212 -0.070
C -0.053 -0.094 0.335 -0.375
C -1.111 -1.069 0.839 -0.029
O 0.702 -0.802 -0.672 -0.004
C 1.957 -0.367 -0.837 -0.337
O 2.455 0.565 -0.267 0.082
H -1.345 3.142 -1.014 0.032
H 0.657 0.199 1.115 0.146
H -1.670 -0.624 1.669 0.090
H -0.641 -1.998 1.182 0.087
H -1.829 -1.315 0.052 0.089
H 2.477 -0.999 -1.565 0.146
```

The HOMO energy is -10.38 eV. As for the SMILES: C#C[C@@H](C)OC=O. As for the charge: 0. Its HOMO-LUMO gap is 11.34 eV.


Which of them is most stable, and which least? Most stable: *Q*; least stable: *P*.


*P*
Below is a cluster of 3 separate species, C4H12N2O2S in total, with properties calculated with the ωB97M-V functional and the def2-TZVPD basis.

```
21
Properties=species:S:1:pos:R:3:lowdin_charge:R:1
C -3.188 -0.323 1.197 -0.066
C 1.074 -0.052 -0.726 -0.228
C -2.201 -0.526 -0.047 -0.268
C -0.897 -1.190 0.209 -0.104
N -1.831 -1.916 -0.444 0.041
N 3.109 3.811 0.237 0.007
O 2.112 -1.882 0.683 -0.499
O 1.784 -2.151 -1.881 -0.364
S 2.352 -1.283 -0.603 0.779
H -3.125 0.835 1.494 0.110
H -4.244 -0.579 0.846 0.076
H -2.990 -0.938 2.100 0.066
H 1.191 0.664 0.088 0.018
H 0.790 0.449 -1.613 0.004
H -2.411 0.071 -0.904 0.112
H -0.288 -1.324 1.133 0.114
H 0.826 -2.281 -2.070 0.070
H -2.274 -2.815 -0.228 0.136
H 3.303 3.561 -0.724 0.001
H 3.403 3.143 0.940 0.007
H 3.504 4.725 0.312 -0.012
```

The HOMO energy (spin up / spin down) is -7.86 / -7.86 eV. As for the charge: 0. Its HOMO-LUMO gap (spin up / spin down) is 8.04 / 8.04 eV.


*Q*
Below is a cluster of 2 separate species, C4H12N2O2S in total, with properties calculated with the ωB97M-V functional and the def2-TZVPD basis.

```
21
Properties=species:S:1:pos:R:3:lowdin_charge:R:1
N 1.932 -0.905 -1.588 0.189
C 1.381 0.152 -0.918 -0.510
O 1.915 1.248 -0.897 0.053
C 0.041 -0.039 -0.249 -0.294
N -0.453 1.312 0.122 0.036
C 0.026 -1.155 0.838 -0.240
C -1.253 -1.207 1.617 -0.499
S -1.249 -0.043 3.081 0.719
H 2.686 -0.707 -2.183 0.096
H 1.430 -1.747 -1.657 0.087
H -0.624 -0.292 -1.170 0.172
H 0.243 1.876 0.528 0.069
H -1.198 1.259 0.779 0.026
H 0.192 -2.197 0.504 0.119
H 0.832 -1.119 1.551 0.100
H -1.469 -2.142 1.989 0.027
H -2.067 -0.830 0.884 0.112
H -0.039 0.271 3.245 -0.208
O -0.960 2.091 -2.500 -0.145
H -1.390 2.069 -1.557 0.063
H 0.025 2.105 -2.419 0.027
```

The HOMO energy is -9.26 eV. As for the SMILES: NC(=O)[C@H](N)CCS.O. As for the charge: 0. Its HOMO-LUMO gap is 9.86 eV.


*R*
Below is a cluster of 2 separate species, C4H12N2O2S in total, with properties calculated with the ωB97M-V functional and the def2-TZVPD basis.

```
21
Properties=species:S:1:pos:R:3:lowdin_charge:R:1
C 1.345 -0.620 1.895 -0.263
C -0.183 2.346 0.816 -0.062
C -1.594 -1.152 -2.248 -0.118
C 0.152 0.550 -0.641 -0.249
N 2.024 -0.303 0.700 0.005
N -0.685 1.178 0.179 -0.118
O -0.763 -1.695 0.343 -0.358
O 0.759 -1.917 -1.600 -0.336
S -0.306 -1.178 -0.956 0.642
H 0.307 -0.796 1.819 0.014
H 1.990 -1.391 2.445 0.115
H 1.245 0.380 2.462 0.075
H 0.850 2.161 1.019 0.078
H -0.399 3.107 0.116 0.078
H -0.914 2.458 1.600 0.100
H -1.091 -0.445 -2.870 0.050
H -1.801 -2.141 -2.579 0.058
H -2.552 -0.827 -1.855 0.064
H 0.912 0.992 -1.395 0.150
H 1.949 -1.147 0.204 -0.029
H -1.246 0.440 0.546 0.105
```

The HOMO energy (spin up / spin down) is -8.71 / -7.53 eV. As for the charge: 0. Its HOMO-LUMO gap (spin up / spin down) is 8.94 / 7.95 eV.


Which of them is most stable, and which least? Most stable: *Q*; least stable: *P*.


*P*
Below is a cluster of 10 separate species, C4H26NO9 in total, with properties calculated with the ωB97M-V functional and the def2-TZVPD basis.

```
40
Properties=species:S:1:pos:R:3:lowdin_charge:R:1
C 0.997 -0.418 3.478 -0.071
C 0.092 -0.217 2.288 -0.090
C 0.269 -0.874 1.099 -0.063
N -0.746 -0.498 0.088 0.053
C -0.942 -0.865 -1.136 0.078
H 2.010 -0.192 3.085 0.097
H 0.938 0.280 4.276 0.065
H 0.976 -1.389 3.946 0.077
H -0.797 0.430 2.405 0.109
H 1.048 -1.629 1.071 0.120
H -1.523 0.088 0.555 0.127
H -1.785 -0.483 -1.850 0.162
H -0.352 -1.541 -1.755 0.095
H 3.906 1.217 -2.075 0.037
H 2.809 0.367 -1.616 0.043
O 3.118 0.873 -2.383 -0.017
H 4.129 -2.257 -1.089 -0.002
H 3.258 -1.713 -2.375 0.122
O 3.681 -1.541 -1.440 -0.069
H -0.427 3.551 -1.265 0.135
H -1.002 2.694 -2.287 0.011
O -1.382 3.082 -1.485 -0.134
H -1.309 -3.611 -0.627 0.064
H -1.951 -3.685 -2.141 0.094
O -1.619 -3.083 -1.428 -0.104
H -0.092 2.593 0.321 -0.082
H 1.163 2.060 -0.205 -0.009
O 0.756 2.777 0.179 0.037
H 0.551 1.304 -3.696 0.061
H 1.638 1.580 -2.634 -0.013
O 0.689 1.458 -2.755 -0.069
H -3.152 1.621 1.399 0.059
H -4.072 0.210 1.275 0.015
O -3.224 0.580 1.304 -0.098
H -2.374 3.052 0.171 0.033
H -2.142 3.479 1.643 0.087
O -2.119 2.761 1.030 -0.017
H -0.384 -4.733 1.339 0.035
H -0.374 -3.502 2.066 0.009
O -0.258 -3.825 1.222 0.013
```

The HOMO energy is -12.93 eV. As for the charge: +1. Its HOMO-LUMO gap is 9.90 eV.


*Q*
Below is a cluster of 9 separate species, C4H26NO9 in total, with properties calculated with the ωB97M-V functional and the def2-TZVPD basis.

```
40
Properties=species:S:1:pos:R:3:lowdin_charge:R:1
C -1.669 1.498 -0.464 -0.031
C -0.749 1.231 0.707 -0.307
C 0.500 0.422 0.328 -0.084
C 1.792 1.182 0.555 -0.215
O 1.933 1.931 1.496 0.033
N -1.516 0.470 1.766 0.211
H -2.451 2.221 -0.222 0.095
H -2.191 0.603 -0.819 0.068
H -1.139 1.878 -1.337 0.078
H -0.474 2.190 1.146 0.140
H 0.463 0.107 -0.715 0.101
H 0.604 -0.526 0.871 0.103
H 2.607 0.996 -0.154 0.137
H -1.541 -0.545 1.575 0.095
H -2.463 0.831 1.845 0.171
H -1.010 0.547 2.668 0.124
H 0.418 -2.589 -2.155 0.004
H 1.806 -3.402 -2.328 0.070
O 1.055 -3.226 -1.744 -0.073
H -3.209 -2.155 -1.202 0.077
H -2.145 -2.091 -0.102 0.027
O -2.544 -1.570 -0.833 -0.060
H 0.616 1.703 4.462 0.073
H 0.882 1.870 2.932 0.017
O 0.190 1.648 3.595 -0.064
H 0.814 1.249 -3.921 0.083
H 0.948 1.775 -2.415 0.011
O 0.696 1.014 -2.984 -0.071
H -1.311 -1.334 -2.086 0.007
H -0.193 -0.532 -2.875 0.010
O -0.594 -1.415 -2.749 -0.071
H 1.738 -3.213 1.291 0.075
H 1.196 -2.791 -0.087 0.030
O 1.186 -2.546 0.879 -0.071
H -0.466 -2.456 1.292 0.030
H -1.737 -3.026 2.107 0.094
O -1.423 -2.325 1.524 -0.070
H 2.364 3.444 -1.375 0.090
H 0.988 3.799 -0.957 0.088
O 1.506 3.034 -1.232 -0.025
```

The HOMO energy is -13.49 eV. As for the charge: +1. Its HOMO-LUMO gap is 11.06 eV.


Which of them is most stable, and which least? Most stable: *Q*; least stable: *P*.


*P*
Below is a cluster of 2 separate species, C2H4ClNO in total, with properties calculated with the ωB97M-V functional and the def2-TZVPD basis.

```
9
Properties=species:S:1:pos:R:3:lowdin_charge:R:1
O 2.556 1.340 -0.129 -0.038
N 2.473 0.262 0.300 -0.418
Cl 3.833 -0.828 -0.081 0.462
C -1.233 0.342 -0.406 -0.080
C -1.723 -0.602 0.370 -0.075
H -0.202 0.343 -0.714 0.019
H -1.831 1.172 -0.743 0.044
H -1.122 -1.429 0.710 0.043
H -2.752 -0.600 0.693 0.043
```

The HOMO energy is -10.30 eV. As for the SMILES: O=NCl.C=C. As for the charge: 0. Its HOMO-LUMO gap is 9.25 eV.


*Q*
Below is an isolated molecule of C2H4ClNO, with properties calculated with the ωB97M-V functional and the def2-TZVPD basis.

```
9
Properties=species:S:1:pos:R:3:lowdin_charge:R:1
H -2.610 -0.076 0.822 0.026
N -1.743 -0.451 0.452 0.166
C -0.779 0.268 0.306 -0.348
C 0.570 0.069 -0.189 -0.033
O -0.929 1.970 0.764 -0.688
Cl -2.436 2.275 1.375 0.592
H 0.731 0.686 -1.071 0.096
H 0.699 -0.984 -0.436 0.096
H 1.289 0.375 0.567 0.094
```

The HOMO energy is -9.81 eV. As for the SMILES: [H]/N=C(/C)OCl. As for the charge: 0. Its HOMO-LUMO gap is 10.39 eV.


Which of them is most stable, and which least? Most stable: *Q*; least stable: *P*.


*P*
Below is a cluster of 2 separate species, C2H4ClNO in total, with properties calculated with the ωB97M-V functional and the def2-TZVPD basis.

```
9
Properties=species:S:1:pos:R:3:lowdin_charge:R:1
C -0.989 -0.394 -0.903 -0.774
C 0.930 0.239 -0.323 -0.126
N -1.798 -0.111 -0.019 0.036
O 1.212 -0.458 0.802 -0.057
Cl -1.181 -0.998 -2.486 0.610
H 0.715 1.290 -0.225 0.081
H 1.562 -0.058 -1.147 0.081
H -2.794 -0.259 -0.161 0.051
H 0.540 -0.275 1.473 0.097
```

The HOMO energy is -8.81 eV. As for the charge: 0. Its HOMO-LUMO gap is 9.60 eV.


*Q*
Below is a cluster of 2 separate species, C2H4ClNO in total, with properties calculated with the ωB97M-V functional and the def2-TZVPD basis.

```
9
Properties=species:S:1:pos:R:3:lowdin_charge:R:1
C -0.175 0.200 -1.181 -0.713
C 0.584 0.685 1.679 -0.026
N -0.469 -1.018 -1.054 0.036
O 0.051 -0.490 1.816 -0.067
Cl -0.389 1.133 -2.630 0.600
H 0.569 1.143 2.789 0.045
H 0.453 0.752 -0.423 0.013
H -0.689 -1.383 -1.963 0.040
H 0.066 -1.023 0.967 0.071
```

The HOMO energy is -8.77 eV. As for the charge: 0. Its HOMO-LUMO gap is 9.33 eV.


Which of them is most stable, and which least? Most stable: *P*; least stable: *Q*.


*P*
Below is a structure of composition C8H11N, with properties calculated with the ωB97M-V functional and the def2-TZVPD basis.

```
20
Properties=species:S:1:pos:R:3:lowdin_charge:R:1
C 0.309 -0.076 -1.748 -0.220
C -0.569 1.083 -1.807 -0.160
C -0.656 1.623 -0.681 -0.103
C -0.273 0.911 0.529 -0.369
C -0.018 0.817 2.069 -0.038
C -0.143 -0.738 1.647 -0.287
C 0.593 -1.472 0.750 -0.123
C 0.556 -1.229 -0.695 -0.172
H 0.250 -1.034 -2.690 0.175
H 1.574 0.155 -2.055 0.199
H -0.657 1.412 -2.743 0.074
H -1.071 2.732 -0.776 0.156
H 0.737 0.619 0.203 0.109
H -0.823 0.810 2.837 0.089
H 0.977 1.530 2.584 0.179
H -0.561 -1.227 2.473 0.106
H -1.025 -0.706 -0.295 0.037
H 1.031 -2.595 0.807 0.136
H 1.020 -2.357 -0.997 0.133
N -1.250 -0.258 0.588 0.078
```

The HOMO energy is -7.99 eV. As for the charge: 0. Its HOMO-LUMO gap is 8.61 eV.


*Q*
Below is an isolated molecule of C8H11N, with properties calculated with the ωB97M-V functional and the def2-TZVPD basis.

```
20
Properties=species:S:1:pos:R:3:lowdin_charge:R:1
C 2.977 -0.687 -1.802 -0.269
C 0.480 -1.152 -1.215 -0.204
C 1.880 -0.993 -1.192 0.029
C -0.045 -0.011 -0.397 -0.298
C -0.682 -0.131 0.765 -0.279
C 0.142 1.333 -1.147 -0.054
C -1.264 1.198 1.338 -0.060
C -0.964 -1.222 1.787 -0.051
N 4.033 -0.190 -2.130 0.154
H 0.015 -1.033 -2.218 0.138
H 0.204 -2.144 -0.698 0.151
H -0.799 1.851 -1.213 0.056
H 0.689 1.127 -2.066 0.066
H 0.905 1.991 -0.463 0.145
H -1.208 2.121 0.631 0.091
H -0.571 1.358 2.105 0.055
H -2.282 0.935 1.764 0.099
H -2.013 -1.566 1.556 0.105
H -1.219 -0.745 2.715 0.058
H -0.277 -2.040 1.880 0.070
```

The HOMO energy (spin up / spin down) is -8.58 / -8.60 eV. As for the charge: 0. Its HOMO-LUMO gap (spin up / spin down) is 7.24 / 7.27 eV.


*R*
Below is a structure of composition C8H11N, with properties calculated with the ωB97M-V functional and the def2-TZVPD basis.

```
20
Properties=species:S:1:pos:R:3:lowdin_charge:R:1
C 1.219 2.638 0.190 0.090
C 0.770 1.285 0.093 -0.322
C 1.240 0.239 -0.906 -0.128
C -0.075 -0.712 -1.168 -0.092
C -0.264 -1.535 0.394 -0.423
C -1.918 -1.447 0.132 -0.011
C -1.275 -0.049 -0.422 -0.206
C -0.363 0.689 0.738 -0.151
H 2.256 2.926 -0.129 0.072
H 0.742 3.173 0.988 0.038
H 2.135 -0.475 -0.505 0.145
H 1.757 0.759 -1.837 0.135
H -0.344 -1.510 -1.893 0.127
H 0.101 -2.655 0.607 0.160
H -2.335 -2.158 -0.434 0.027
H -2.444 -1.608 1.186 0.132
H -1.934 0.548 -1.112 0.127
H -0.725 1.086 1.635 0.115
H 1.285 -0.427 1.120 0.172
N 0.170 -0.766 1.324 -0.009
```

The HOMO energy is -8.30 eV. As for the charge: 0. Its HOMO-LUMO gap is 9.13 eV.


*S*
Below is a structure of composition C8H11N, with properties calculated with the ωB97M-V functional and the def2-TZVPD basis.

```
20
Properties=species:S:1:pos:R:3:lowdin_charge:R:1
C 0.180 -0.445 -1.118 -0.489
C -1.265 -0.222 -1.228 -0.300
C -0.861 1.311 -1.070 -0.070
C 0.190 0.687 0.044 -0.221
C 1.460 0.804 0.932 -0.089
C 1.547 0.312 2.312 -0.005
C -0.959 -0.077 0.976 -0.043
C -1.727 -0.664 0.045 -0.130
H 1.088 -1.733 0.143 0.057
H 1.062 -2.052 -1.702 0.150
H 0.705 0.176 -1.957 0.155
H -1.624 -0.729 -2.325 0.200
H -1.532 2.360 -0.902 0.152
H -0.237 1.771 -1.977 0.112
H 2.021 1.552 0.506 0.041
H 0.756 -0.498 2.554 0.034
H 2.289 0.657 3.340 0.133
H -1.153 -0.212 2.048 0.093
H -2.669 -1.367 0.134 0.145
N 0.728 -1.629 -0.757 0.074
```

The HOMO energy is -8.48 eV. As for the charge: 0. Its HOMO-LUMO gap is 9.27 eV.


Which of them is most stable, and which least? Most stable: *Q*; least stable: *P*.